4 unconnected molecules or ions with the total composition C34H43N5O11 in a non-equilibrium geometry. Source: the Open Molecules 2025 dataset; level of theory: ωB97M-V/def2-TZVPD.

```
93
Properties=species:S:1:pos:R:3:forces:R:3:mulliken_charge:R:1
H 1.288214 -0.159304 -0.479693 0.217 -0.046 -0.054 0.052
N 1.425126 0.613174 0.179510 -0.488 -0.044 0.100 -0.578
C 0.290349 0.912595 0.659149 0.174 0.030 -0.290 -0.306
C -0.999684 0.217727 0.274068 -0.131 0.296 0.557 -1.489
C -2.225142 0.880896 0.918346 1.074 -0.247 -0.733 1.753
C -2.255487 2.344068 0.398761 -0.612 -0.087 0.182 -1.312
C -3.611333 2.932641 0.061006 -0.463 0.088 -0.280 0.400
O -4.614099 2.763411 0.723448 0.601 -0.084 -0.552 -0.575
N -3.591579 3.712876 -1.127959 -0.406 0.565 1.065 -0.028
C -2.725110 4.905913 -0.864339 0.205 -0.629 0.224 -0.989
C -4.942790 4.163170 -1.465087 0.051 0.216 -0.271 -1.026
O -1.943531 0.848108 2.324020 -0.796 0.961 0.601 -0.565
C -3.174035 1.073907 2.928560 0.173 0.805 1.392 0.503
O -3.331295 1.709147 3.957850 0.332 -1.620 -2.084 -0.623
O -4.108383 0.495010 2.181065 -0.056 0.288 0.009 -0.371
C -3.536530 0.091062 0.871288 -0.353 0.021 1.718 0.029
C -3.466165 -1.421972 0.960548 -0.302 0.239 -0.978 -1.718
C -3.005113 -2.125990 -0.323894 -0.260 -0.518 0.652 -0.470
C -3.633430 -3.515181 -0.479207 0.625 0.122 0.129 -1.122
C -3.473818 -4.391904 0.757538 -0.178 -0.368 -0.580 -0.231
C -4.156773 -5.725436 0.519643 -0.399 0.194 0.330 -0.720
O -4.341555 -6.395621 1.746710 0.443 0.135 -0.020 -0.257
C -4.558342 -7.776808 1.592370 -0.125 -0.395 0.392 -0.230
C -4.482197 -8.442570 2.956450 -0.258 0.107 -0.144 -1.109
H 0.228819 1.720666 1.377245 0.095 0.110 0.209 0.456
H -0.923960 -0.799202 0.639450 0.000 -0.242 -0.117 0.683
H -1.073519 0.250515 -0.807737 -0.156 -0.291 -0.211 0.709
H -1.647995 2.422648 -0.492918 0.214 0.009 -0.133 0.492
H -1.817500 2.984803 1.159635 0.166 0.046 0.185 0.503
H -3.140077 5.778551 -1.345210 0.013 0.061 -0.374 0.395
H -2.693459 5.130912 0.202681 -0.083 0.117 0.121 0.357
H -1.702827 4.729108 -1.176019 0.138 0.063 -0.279 0.297
H -5.592986 3.318172 -1.642653 -0.108 -0.184 0.075 0.307
H -4.890499 4.751737 -2.374177 0.086 0.003 -0.222 0.401
H -5.375828 4.798081 -0.694117 -0.114 -0.044 0.226 0.377
H -4.292718 0.436175 0.181372 0.199 0.045 -0.521 0.743
H -4.497990 -1.718433 1.133879 -0.152 -0.087 0.251 0.614
H -2.893779 -1.702964 1.835369 0.214 -0.125 0.137 0.319
H -1.934826 -2.289672 -0.271416 0.245 0.204 -0.313 0.315
H -3.263306 -1.528627 -1.193736 0.188 0.173 -0.199 0.400
H -4.675317 -3.438719 -0.777409 -0.236 0.030 0.045 0.479
H -3.090198 -4.014279 -1.280385 -0.187 -0.068 -0.347 0.422
H -2.419143 -4.603451 0.913199 0.229 0.242 0.318 0.153
H -3.896265 -3.923260 1.637820 -0.056 0.014 0.250 0.312
H -5.130547 -5.542655 0.053044 -0.145 -0.118 -0.122 0.318
H -3.569412 -6.345290 -0.158497 0.127 -0.064 -0.179 0.328
H -5.542266 -7.962913 1.158243 -0.142 0.083 -0.235 0.264
H -3.803217 -8.213551 0.936346 0.051 0.034 -0.259 0.319
H -3.491437 -8.824358 3.166906 0.209 0.082 0.166 0.282
H -5.184182 -9.266862 3.022403 -0.053 -0.212 -0.038 0.333
H -4.776814 -7.714513 3.704364 0.069 0.073 0.214 0.304
O 6.266020 -1.636809 -5.723544 -0.071 -0.181 -0.123 -0.604
N 6.563383 -0.671821 -5.056972 -0.043 0.042 0.040 0.955
O 7.551357 0.011048 -5.239626 0.126 0.094 -0.013 -0.573
C 5.669679 -0.295818 -3.953804 -0.091 0.045 0.159 0.048
C 4.554737 -1.072725 -3.701624 -0.157 -0.165 -0.017 -0.516
C 3.723744 -0.722518 -2.650448 0.064 0.127 0.048 -0.327
C 4.009828 0.391423 -1.870498 0.019 0.013 0.007 -0.164
C 5.132686 1.161331 -2.147129 -0.075 -0.093 -0.030 -0.712
C 5.972252 0.819417 -3.194290 0.093 0.170 0.072 -0.213
H 4.336670 -1.937046 -4.310485 0.100 0.008 -0.062 0.447
H 2.850692 -1.324754 -2.438018 -0.003 -0.031 -0.014 0.334
H 3.360862 0.659078 -1.046468 0.072 0.025 -0.023 0.524
H 5.355462 2.029287 -1.542773 0.014 0.014 0.006 0.380
H 6.846784 1.413645 -3.412296 0.035 -0.067 -0.083 0.481
O 11.374724 6.089648 -8.287994 -0.009 0.131 -0.173 -0.611
N 11.378214 5.288827 -7.378229 -0.059 -0.021 0.017 1.010
O 12.142154 5.317940 -6.437890 0.129 -0.008 0.173 -0.608
C 10.384015 4.205932 -7.417266 -0.109 -0.146 -0.005 0.123
C 9.519248 4.128751 -8.492626 -0.101 0.036 -0.181 -0.373
C 8.595310 3.097211 -8.532488 0.019 -0.058 0.104 -0.405
C 8.545131 2.165214 -7.503962 -0.023 0.017 -0.036 -0.418
C 9.416862 2.264480 -6.428541 0.013 0.053 -0.077 -0.289
C 10.346921 3.290570 -6.381661 0.022 -0.090 0.149 -0.544
H 9.563898 4.856977 -9.288057 0.094 0.056 0.043 0.445
H 7.915281 3.019063 -9.369262 -0.004 0.012 -0.020 0.376
H 7.828004 1.356414 -7.537882 0.003 -0.021 0.024 0.394
H 9.373755 1.538539 -5.631290 0.001 -0.025 0.018 0.474
H 11.030714 3.372825 -5.550557 0.063 0.089 -0.046 0.434
O -2.587644 -1.418860 11.072112 -0.076 -0.052 0.205 -0.611
N -2.195514 -1.092214 9.972717 -0.060 0.026 -0.055 1.008
O -1.156103 -1.465734 9.473546 0.187 -0.066 -0.097 -0.609
C -3.040427 -0.178569 9.188993 -0.085 0.118 -0.099 0.180
C -4.216327 0.288736 9.745075 -0.161 0.034 0.138 -0.444
C -5.000818 1.161514 9.009174 0.049 0.019 -0.105 -0.346
C -4.604433 1.550691 7.736217 -0.005 -0.016 0.038 -0.558
C -3.423137 1.065598 7.191125 -0.032 0.038 0.052 -0.252
C -2.631567 0.193844 7.921786 0.077 0.025 -0.141 -0.515
H -4.517774 -0.019135 10.734678 0.097 -0.062 0.021 0.449
H -5.921815 1.539479 9.430736 -0.013 -0.005 0.021 0.371
H -5.217432 2.234967 7.164903 -0.001 -0.004 -0.023 0.413
H -3.120827 1.369004 6.199636 -0.007 -0.013 -0.020 0.497
H -1.710617 -0.186983 7.507153 0.033 -0.053 0.093 0.449
```
Positions in Å, forces in eV/Å.

SMILES: [H]/N=C\C[C@]1(CC(=O)N(C)C)OC(=O)O[C@@H]1CCCCCOCC.O=[N+]([O-])c1ccccc1.O=[N+]([O-])c1ccccc1.O=[N+]([O-])c1ccccc1
multiplicity: 1



A molecular structure, C34H44BClHfN5O6Se4Te in a non-equilibrium geometry. Source: the Open Molecules 2025 dataset; level of theory: ωB97M-V/def2-TZVPD.

```
97
Properties=species:S:1:pos:R:3:forces:R:3:mulliken_charge:R:1
Hf 0.715536 -1.382482 3.113316 0.375 1.424 0.010 0.148
Se 1.406434 -1.689288 5.636757 0.093 0.060 -0.033 -0.365
Se 3.701383 -1.226214 5.298785 -0.055 -0.029 0.008 -0.480
Te 3.539266 -2.317085 2.914521 0.261 -0.339 0.121 0.400
Se 5.062642 -0.789584 1.704326 -0.028 0.027 0.004 -0.669
O -1.249383 -0.898760 4.315931 -0.148 -0.011 0.017 -0.637
C -1.553200 0.038019 3.554669 -0.044 -0.305 0.177 0.858
N -0.698797 0.363724 2.575267 -0.034 -0.217 0.055 1.195
C -1.203381 1.428946 1.853147 0.105 0.080 -0.092 -0.652
O -0.669778 2.001490 0.932078 -0.031 -0.016 0.021 -0.609
C -2.549971 1.763888 2.454673 -0.051 -0.014 0.061 0.369
C -3.483741 2.715170 2.108386 0.019 -0.006 -0.001 -0.412
C -4.648931 2.772973 2.871248 -0.011 0.004 0.000 -0.516
C -4.857009 1.905664 3.939288 -0.022 0.009 0.005 -0.553
C -3.906935 0.947203 4.284049 0.039 -0.019 -0.004 -0.517
C -2.759899 0.900102 3.520618 -0.074 0.064 -0.015 -0.156
H -3.314271 3.384814 1.275317 0.006 -0.002 0.001 0.555
H -5.409844 3.504505 2.630549 0.003 0.001 -0.002 0.412
H -5.774383 1.979314 4.508990 0.003 -0.003 0.002 0.414
H -4.058594 0.266930 5.111424 0.000 -0.001 0.000 0.547
C 2.472611 2.565589 4.535642 -0.021 0.000 0.002 -1.487
C 2.406570 1.802443 3.249162 0.135 -0.020 0.127 0.476
C 2.957129 2.405434 1.999197 -0.090 0.021 -0.106 -0.303
O 1.894142 0.701044 3.223106 -0.128 -0.354 -0.200 0.078
H 3.494122 2.905289 4.712758 0.011 -0.025 -0.009 0.370
H 2.130326 1.942318 5.358256 0.010 -0.008 -0.006 0.292
H 1.844423 3.456686 4.443430 0.013 0.010 0.000 0.338
H 3.414126 3.378229 2.170047 0.026 -0.016 -0.010 0.502
H 2.134337 2.499767 1.285436 -0.019 0.009 -0.014 -0.074
H 3.681236 1.696237 1.584684 0.036 0.035 0.066 0.061
C -2.338438 -6.315179 2.090679 0.012 0.003 0.012 -1.950
C -1.703631 -5.027221 1.599585 0.002 -0.004 -0.018 1.839
C -1.086592 -5.240349 0.223642 -0.003 -0.012 0.006 -1.646
O -0.623786 -4.678944 2.496663 0.065 -0.056 0.115 -0.371
B -0.534931 -3.318648 2.574757 -0.307 0.024 -0.288 0.082
O -1.689410 -2.723825 2.023634 -0.048 -0.190 -0.274 -0.008
C -2.626076 -3.775137 1.673056 -0.028 0.001 0.107 1.399
C -3.313934 -3.409322 0.371150 0.005 -0.002 -0.003 -1.977
C -3.642029 -3.838626 2.807523 0.000 0.004 0.000 -2.140
H -1.607275 -7.119509 2.012318 0.001 0.001 -0.002 0.512
H -3.205412 -6.574963 1.477966 -0.001 0.001 -0.001 0.312
H -2.649748 -6.236579 3.130858 -0.002 -0.003 0.000 0.345
H -0.302516 -5.992658 0.308799 -0.013 -0.002 -0.002 0.508
H -0.614472 -4.329214 -0.146611 -0.004 0.006 -0.001 0.063
H -1.833578 -5.581806 -0.496788 -0.003 0.006 0.001 0.277
H -2.593608 -3.236333 -0.426694 0.001 0.005 0.005 0.384
H -3.904569 -2.501936 0.513113 -0.001 -0.001 0.001 0.452
H -3.988753 -4.208954 0.056753 -0.001 0.001 0.001 0.367
H -3.152596 -4.088375 3.749160 0.003 0.002 0.000 0.390
H -4.422233 -4.575119 2.606729 0.000 -0.001 0.002 0.348
H -4.107708 -2.857531 2.916240 -0.004 0.000 -0.001 0.475
C 1.520072 2.479434 -1.717033 -0.001 0.009 -0.004 -1.194
C 2.674387 1.968829 -2.587581 -0.003 -0.021 0.018 2.857
C 3.929982 1.786081 -1.723400 -0.006 -0.011 -0.020 -1.992
C 3.003447 3.072509 -3.602449 -0.034 0.025 -0.017 -2.224
C 2.308154 0.629258 -3.316778 -0.013 -0.023 0.071 1.500
O 3.283698 0.337789 -4.324247 -0.012 -0.022 -0.017 -0.712
C 0.892248 0.575003 -3.923346 0.014 -0.003 -0.031 -0.947
C 0.574789 1.446332 -5.157365 0.025 0.004 0.023 -1.281
C -0.400277 2.574330 -4.908141 0.000 0.004 0.008 0.243
C -1.576796 2.351141 -4.194358 0.009 0.002 0.004 0.052
C -2.488499 3.369174 -3.971035 0.004 0.007 -0.007 -1.013
C -2.225046 4.633755 -4.471424 -0.005 -0.008 0.008 0.427
Cl -3.362411 5.922214 -4.188490 -0.008 0.012 0.001 -0.245
C -1.073338 4.886443 -5.192282 0.007 -0.011 -0.001 -0.910
C -0.172224 3.852172 -5.406042 -0.005 0.007 -0.022 -0.113
C 2.473735 -0.621984 -2.423441 -0.009 0.028 -0.027 -2.753
N 1.621096 -0.707132 -1.253281 0.014 0.029 0.018 1.345
C 2.009006 -0.709010 0.016298 0.035 -0.020 0.055 -0.438
N 0.962584 -0.942643 0.791726 -0.169 -0.092 0.137 1.973
C -0.069742 -1.077760 -0.089786 0.047 0.040 -0.044 -1.511
N 0.288964 -0.949103 -1.338859 -0.026 -0.004 -0.026 -0.857
H 1.861317 3.344647 -1.143472 0.004 0.005 0.013 0.636
H 1.150704 1.742113 -1.006349 -0.005 -0.007 0.029 -0.256
H 0.673428 2.808872 -2.323354 0.010 -0.001 0.005 -0.022
H 4.273281 2.762971 -1.375850 -0.004 0.006 0.000 0.539
H 4.740008 1.330804 -2.296359 -0.008 -0.004 0.000 0.305
H 3.759403 1.179580 -0.834912 -0.015 -0.033 0.008 0.088
H 3.273759 3.977750 -3.055206 0.002 0.005 -0.004 0.533
H 2.152771 3.328441 -4.232107 0.009 -0.004 0.003 0.344
H 3.858397 2.812214 -4.230354 0.009 0.013 0.006 0.455
H 3.210642 0.997742 -5.019445 0.008 -0.001 0.003 0.596
H 0.175416 0.779040 -3.131684 -0.010 -0.023 0.005 0.376
H 0.726592 -0.468083 -4.193451 0.024 -0.009 -0.011 0.668
H 0.143284 0.796705 -5.922868 -0.022 0.016 -0.005 0.345
H 1.474608 1.862081 -5.617617 -0.007 -0.024 0.008 0.450
H -1.785670 1.365095 -3.797046 -0.007 0.007 0.004 0.446
H -3.395594 3.187621 -3.411279 0.002 -0.001 0.002 0.422
H -0.881705 5.878594 -5.577074 0.000 0.001 0.001 0.407
H 0.729488 4.052151 -5.973599 0.008 -0.004 0.007 0.384
H 3.499423 -0.701249 -2.072242 0.016 0.028 -0.002 0.362
H 2.273901 -1.497042 -3.040178 0.001 -0.007 0.009 0.618
H 3.035971 -0.586908 0.356646 0.018 0.005 -0.017 -0.351
H -1.078933 -1.291815 0.218431 0.001 -0.013 0.001 0.892
Se 2.441974 -3.745567 0.295835 0.029 -0.028 -0.065 -0.226
C 2.401534 -5.526461 0.700093 0.012 -0.016 0.045 0.293
N 2.337317 -6.658284 0.937122 0.010 -0.003 -0.017 -0.756
```
Positions in Å, forces in eV/Å.

charge: -1
multiplicity: 1



E
In order: -2422.4931, -12454.3912
Unit: Ha